1.
Here is 14 unconnected molecules or ions with the total composition C42H42F14O42 from the OMol25 dataset. Energies are from ωB97M-V/def2-TZVPD.

Last column: Löwdin charge in e.
Geometry (Å):
C1 4.37040 2.02995 -4.38684  -0.03
C2 3.10332 2.63910 -4.92761  -0.24
O1 2.55113 3.33286 -3.78741  0.15
C3 3.27301 3.01445 -2.71413  -0.52
O2 2.97013 3.41022 -1.55915  0.08
O3 4.30814 2.28018 -2.99400  0.11
F1 2.20089 1.66108 -5.23742  0.07
H1 5.34431 2.37974 -4.78171  0.16
H2 4.30692 0.94711 -4.51545  0.13
H3 3.21763 3.32637 -5.76082  0.17
C4 0.56963 4.95332 1.10109  -0.09
C5 2.04124 5.13037 0.63749  -0.28
O4 2.82860 4.96616 1.79038  0.13
C6 1.97529 5.13042 2.84345  -0.52
O5 2.43230 5.29334 3.95107  0.14
O6 0.67477 5.03063 2.48859  0.09
F2 2.13297 6.44110 0.26677  0.05
H4 0.02418 4.04704 0.85239  0.09
H5 -0.00464 5.71105 0.63834  0.12
H6 2.37093 4.59237 -0.26471  0.12
C7 5.00219 -3.19280 -2.98762  -0.01
C8 4.22554 -1.85034 -3.12117  -0.28
O7 3.88942 -1.85487 -4.48842  0.13
C9 4.63138 -2.72422 -5.14153  -0.59
O8 4.73468 -2.70602 -6.36154  0.13
O9 5.29095 -3.55149 -4.35218  0.10
F3 5.07443 -0.83807 -2.82532  0.08
H7 4.39915 -4.03777 -2.62369  0.14
H8 5.85809 -3.03164 -2.31571  0.15
H9 3.35885 -1.89807 -2.46787  0.17
C10 -4.72932 4.44715 0.76619  -0.03
C11 -3.23797 4.29520 0.22960  -0.25
O10 -2.61663 3.79286 1.36137  0.11
C12 -3.36022 4.13586 2.46817  -0.53
O11 -2.92570 4.02869 3.58281  0.16
O12 -4.66510 4.34754 2.19342  0.08
F4 -2.73570 5.59443 0.04981  0.03
H10 -5.38469 3.74624 0.21890  0.13
H11 -5.03732 5.44888 0.56699  0.12
H12 -3.16205 3.66021 -0.64621  0.14
C13 -5.92828 1.61960 3.72296  -0.05
C14 -6.15523 0.09473 3.88991  -0.27
O13 -4.88826 -0.42698 3.87013  0.14
C15 -4.09553 0.46133 3.22834  -0.52
O14 -2.96547 0.22234 2.94107  0.17
O15 -4.70546 1.66578 3.01917  0.07
F5 -6.81657 -0.31896 2.73263  0.05
H13 -5.97563 2.25088 4.60881  0.15
H14 -6.74148 1.98494 3.11910  0.14
H15 -6.77230 -0.08223 4.78623  0.18
C16 0.63039 -3.50634 -5.05458  -0.02
C17 0.31489 -2.23913 -5.90071  -0.30
O16 0.44895 -1.14665 -5.05858  0.10
C18 0.57642 -1.64405 -3.71936  -0.53
O17 0.47305 -0.93624 -2.82086  0.22
O18 0.90290 -2.92374 -3.78837  0.08
F6 -1.00941 -2.22436 -6.27219  0.05
H16 1.51215 -3.99943 -5.47113  0.14
H17 -0.12238 -4.25798 -4.92101  0.12
H18 0.95739 -2.16880 -6.80267  0.18
C19 3.08092 -2.72217 2.43875  -0.01
C20 2.39514 -3.94204 3.14323  -0.26
O19 2.06268 -4.87537 2.08589  0.16
C21 2.19995 -4.23563 0.94247  -0.56
O20 1.77232 -4.65727 -0.12298  0.12
O21 2.77251 -3.01256 1.04439  0.05
F7 1.23344 -3.64230 3.73192  0.09
H19 4.18698 -2.64384 2.54815  0.15
H20 2.63589 -1.78686 2.73180  0.09
H21 3.11680 -4.26468 3.90089  0.17
C22 -1.82373 -3.59232 4.81804  -0.06
C23 -2.13737 -3.46509 3.35036  -0.24
O22 -3.54981 -3.35343 3.23527  0.11
C24 -4.07429 -3.38030 4.50888  -0.49
O23 -5.23699 -3.31748 4.86284  0.14
O24 -3.09390 -3.49029 5.45908  0.08
F8 -1.86243 -4.75827 2.82267  0.00
H22 -1.13576 -2.85141 5.20576  0.13
H23 -1.41118 -4.63683 4.87428  0.16
H24 -1.67999 -2.71841 2.70690  0.14
C25 -2.33933 1.89321 -3.49630  -0.05
C26 -1.35530 2.51766 -4.48085  -0.23
O25 -0.34061 3.03041 -3.67082  0.13
C27 -0.86152 3.23541 -2.42612  -0.48
O26 -0.26498 3.87281 -1.53931  0.14
O27 -2.04152 2.60786 -2.32290  0.04
F9 -2.08531 3.57805 -5.08598  0.02
H25 -2.21595 0.79738 -3.48002  0.15
H26 -3.35853 2.15737 -3.71521  0.14
H27 -1.01792 1.87270 -5.30676  0.18
C28 -1.67680 -4.30398 0.03410  -0.03
C29 -1.10350 -5.73809 -0.44637  -0.23
O28 -0.97873 -5.62666 -1.84261  0.13
C30 -1.72889 -4.53432 -2.23696  -0.55
O29 -2.04228 -4.35258 -3.35765  0.17
O30 -2.04531 -3.74000 -1.21592  0.07
F10 -2.06046 -6.72856 -0.17301  0.02
H28 -1.04983 -3.58698 0.55825  0.09
H29 -2.53577 -4.48932 0.65371  0.11
H30 -0.18978 -6.01120 0.11454  0.15
C31 5.63181 1.88918 1.44791  0.00
C32 5.11873 0.49374 0.99358  -0.23
O31 6.21786 -0.12525 0.50629  0.15
C33 7.13773 0.78880 0.19296  -0.55
O32 8.12324 0.58981 -0.51886  0.13
O33 6.82590 1.97643 0.65365  0.11
F11 4.28705 0.60670 -0.19576  0.00
H31 5.84369 2.05286 2.48678  0.14
H32 4.84643 2.58768 1.18441  0.14
H33 4.48274 0.06524 1.71052  0.11
C34 -0.19152 1.10728 -0.47460  -0.02
C35 1.23859 1.02081 0.02922  -0.22
O34 1.38036 -0.34977 0.39324  0.13
C36 0.16936 -0.89998 0.60859  -0.56
O35 -0.03235 -1.90938 1.13568  0.18
O36 -0.80778 -0.04321 0.18848  0.07
F12 1.43998 1.87107 1.12122  0.07
H34 -0.37026 0.89217 -1.52754  0.11
H35 -0.75591 1.98551 -0.16861  0.12
H36 1.93615 1.35338 -0.75323  0.15
C37 -0.05055 0.85277 3.67313  0.00
C38 0.64723 1.78419 4.68529  -0.22
O37 2.06915 1.72575 4.36024  0.17
C39 2.20579 0.59187 3.67781  -0.59
O38 3.29037 0.25894 3.29793  0.12
O39 1.07837 -0.00144 3.32325  0.05
F13 0.42585 1.23030 5.90449  0.08
H37 -0.55417 1.34278 2.82026  0.13
H38 -0.74592 0.09876 4.06458  0.13
H39 0.32834 2.79143 4.60805  0.16
C40 -4.53373 -1.21908 0.39588  -0.07
C41 -5.12703 -1.62808 -0.91367  -0.30
O40 -4.91802 -0.45030 -1.67216  0.13
C42 -4.81816 0.61304 -0.78834  -0.50
O41 -4.96079 1.74055 -1.12222  0.17
O42 -4.52172 0.19141 0.45325  0.09
F14 -6.43282 -1.90807 -0.97059  0.11
H40 -3.50337 -1.49269 0.50002  0.13
H41 -4.94664 -1.65708 1.26885  0.13
H42 -4.55409 -2.47608 -1.28758  0.17

spin multiplicity: 1
gap between HOMO and LUMO: 11.0 eV

***

2.
Here is a molecular structure, C42H42F3FeN6S2Sb from the OMol25 dataset. Energies are from ωB97M-V/def2-TZVPD.

Last column: Mulliken spin population.
Geometry (Å):
Fe1 0.97819 -0.17956 -0.68464  3.84
S1 -0.97037 -1.40115 -0.11983  0.04
C1 -1.14876 -0.99295 1.52016  0.00
N1 -2.28910 -1.09220 2.14840  0.02
C2 -2.37684 -0.78459 3.58604  0.00
C3 -1.16121 -1.37021 4.24039  0.00
N2 0.01398 -0.72870 3.62845  0.02
C4 1.03836 -0.24241 4.58836  0.00
C5 0.47720 0.89297 5.40395  0.00
C6 0.22844 0.72305 6.76007  0.00
C7 -0.30805 1.76315 7.50831  0.00
C8 -0.60424 2.97161 6.89820  0.00
C9 -0.35756 3.14623 5.54133  0.00
C10 0.18344 2.11211 4.79572  0.00
C11 0.04882 -0.49523 2.34277  0.00
S2 1.33214 0.32416 1.59759  0.04
C12 -3.53123 -1.63760 1.54450  0.01
C13 -3.82059 -3.00246 2.11216  0.00
C14 -2.98664 -4.07568 1.80330  0.00
C15 -3.23498 -5.32578 2.34492  0.00
C16 -4.31918 -5.51257 3.19475  0.00
C17 -5.15474 -4.44995 3.49956  0.00
C18 -4.90310 -3.19431 2.96124  0.00
H1 -3.29276 -1.22351 3.97150  0.00
H2 -2.40873 0.29992 3.71614  0.00
H3 -1.10570 -2.44937 4.07832  0.00
H4 -1.14286 -1.16298 5.30685  0.00
H5 1.91814 0.04342 4.02022  0.00
H6 1.29323 -1.09251 5.22219  0.00
H7 0.47070 -0.21757 7.24235  0.00
H8 -0.48792 1.62886 8.56615  0.00
H9 -1.02012 3.78301 7.47991  0.00
H10 -0.57524 4.09540 5.07027  0.00
H11 0.39352 2.25960 3.74183  0.00
H12 -3.39820 -1.65347 0.46722  0.00
H13 -4.32602 -0.93218 1.79021  0.00
H14 -2.15230 -3.93767 1.12391  0.00
H15 -2.59386 -6.16053 2.09538  0.00
H16 -4.51560 -6.49108 3.61147  0.00
H17 -6.00577 -4.59632 4.15053  0.00
H18 -5.56589 -2.36740 3.19164  0.00
C19 2.60685 -1.29186 -2.87913  0.10
N3 3.61308 -2.16548 -3.41758  0.00
C20 3.20950 -3.55735 -3.18905  0.00
N4 3.05645 -3.83547 -1.75714  0.00
C21 2.04598 -2.96770 -1.21313  0.05
N5 2.40458 -1.51242 -1.39505  -0.23
C22 3.74699 -1.30569 -0.73293  0.09
N6 4.75250 -2.17495 -1.28252  0.01
C23 4.87998 -1.92074 -2.72086  0.00
C24 4.33401 -3.56771 -1.08906  0.00
H19 1.64889 -1.46188 -3.37829  -0.01
H20 2.90528 -0.24964 -3.02323  -0.01
H21 3.96841 -4.22046 -3.60154  0.00
H22 2.26387 -3.74750 -3.69904  0.00
H23 1.92975 -3.14816 -0.14231  0.00
H24 1.09069 -3.14360 -1.71115  0.00
H25 3.62314 -1.50403 0.33339  0.00
H26 4.03393 -0.25997 -0.87256  -0.02
H27 5.64568 -2.57686 -3.13200  0.00
H28 5.18546 -0.88515 -2.88009  0.00
H29 4.23522 -3.77116 -0.02166  0.00
H30 5.09580 -4.22780 -1.50126  0.00
F1 3.76181 6.62442 -4.38655  0.00
C25 3.05228 5.59626 -3.92666  0.00
C26 3.66390 4.69788 -3.07163  0.00
C27 2.91795 3.63010 -2.59865  0.01
C28 1.58772 3.47649 -2.98043  0.00
C29 0.99690 4.40072 -3.84483  0.00
C30 1.73127 5.47096 -4.32453  0.00
Sb1 0.43523 1.88572 -2.30132  0.02
C31 -0.29824 0.98572 -4.06114  0.02
C32 0.34955 1.22352 -5.27270  0.00
C33 -0.07629 0.60413 -6.43789  0.00
C34 -1.15585 -0.25616 -6.36912  0.00
F2 -1.57886 -0.85089 -7.48456  0.00
C35 -1.81099 -0.52954 -5.18111  0.00
C36 -1.36845 0.09309 -4.02547  0.00
C37 -1.24250 2.83590 -1.43596  -0.01
C38 -1.10605 4.14555 -0.97853  0.01
C39 -2.16035 4.79500 -0.35372  0.00
C40 -3.34994 4.11100 -0.19333  0.00
F3 -4.37386 4.72404 0.40676  0.00
C41 -3.51965 2.80960 -0.63094  0.00
C42 -2.45386 2.17432 -1.24792  0.00
H31 4.69783 4.84315 -2.79200  0.00
H32 3.38861 2.92235 -1.92597  0.00
H33 -0.03757 4.29451 -4.15146  0.00
H34 1.30369 6.20308 -4.99540  0.00
H35 1.18956 1.90640 -5.32673  0.00
H36 0.40841 0.78083 -7.38804  0.00
H37 -2.64842 -1.21341 -5.17801  0.00
H38 -1.87637 -0.13949 -3.09660  0.00
H39 -0.17526 4.68448 -1.11341  0.00
H40 -2.07476 5.81400 -0.00267  0.00
H41 -4.47609 2.32242 -0.49848  0.00
H42 -2.59596 1.15589 -1.58662  0.00

spin multiplicity: 5
charge: +2
gap between HOMO and LUMO (spin up / spin down): 6.9 / 7.0 eV

***

3.
Here is 7 unconnected molecules or ions with the total composition C42H43Br2O2PS from the OMol25 dataset. Energies are from ωB97M-V/def2-TZVPD.

Last column: Löwdin charge in e.
Geometry (Å):
C1 2.46364 1.39922 0.33015  0.03
C2 1.53874 0.32652 0.24795  -0.31
P1 0.02466 -0.84132 0.61341  0.84
C3 -1.53426 -0.27681 -0.33548  -0.80
Br1 -2.64268 -1.64668 -1.36701  0.60
C4 -2.06985 1.13325 -0.38100  -0.65
C5 -1.28479 2.34649 0.39477  -0.15
Br2 -3.78418 1.49717 -1.43168  0.57
S1 0.73304 -2.77676 -0.10143  0.50
C6 1.62761 -2.42422 -1.71222  -0.21
O1 1.80416 -3.24155 0.93398  -0.45
O2 -0.38571 -3.84162 -0.19267  -0.45
H1 3.47965 2.00971 0.46902  0.07
H2 -1.88031 3.35718 0.22763  0.08
H3 -1.04517 2.11846 1.51906  0.10
H4 -0.25083 2.49724 -0.18243  0.07
H5 1.57652 -3.31497 -2.50046  0.10
H6 1.21970 -1.47159 -2.29318  0.08
H7 2.75422 -2.16574 -1.41349  0.10
C7 2.49547 -4.72259 6.38352  -0.11
C8 2.07301 -3.49918 5.86431  -0.10
C9 1.78800 -3.37888 4.50449  -0.09
C10 1.91612 -4.48573 3.66486  -0.09
C11 2.33498 -5.71009 4.18483  -0.09
C12 2.62893 -5.82801 5.54300  -0.10
H8 2.72078 -4.81509 7.44272  0.10
H9 1.96659 -2.63850 6.51989  0.09
H10 1.46531 -2.42379 4.09904  0.10
H11 1.68935 -4.39340 2.60601  0.06
H12 2.43321 -6.57297 3.53065  0.09
H13 2.96052 -6.78061 5.94672  0.10
C13 2.81184 -10.18820 0.35373  -0.10
C14 1.94939 -10.70721 1.31891  -0.10
C15 0.93876 -9.90892 1.85385  -0.10
C16 0.78429 -8.59330 1.41588  -0.10
C17 1.64444 -8.07552 0.44793  -0.09
C18 2.66093 -8.87096 -0.08024  -0.10
H14 3.60150 -10.80959 -0.06046  0.10
H15 2.06552 -11.73452 1.65512  0.10
H16 0.27115 -10.31152 2.61076  0.10
H17 -0.00632 -7.97257 1.82908  0.10
H18 1.52289 -7.05075 0.10555  0.10
H19 3.33429 -8.46551 -0.83029  0.10
C19 -0.57543 -0.95640 8.05294  -0.10
C20 -0.63613 0.42440 8.23868  -0.10
C21 0.12251 1.02801 9.24114  -0.10
C22 0.95023 0.25112 10.05222  -0.10
C23 1.01374 -1.12925 9.86396  -0.10
C24 0.24798 -1.73398 8.86754  -0.11
H20 -1.16943 -1.42688 7.27380  0.10
H21 -1.27589 1.03053 7.60213  0.10
H22 0.06989 2.10308 9.38999  0.10
H23 1.54524 0.72194 10.83029  0.10
H24 1.66008 -1.73432 10.49506  0.10
H25 0.29353 -2.81006 8.72479  0.10
C25 -0.93176 8.23171 -0.73633  -0.09
C26 -1.57509 7.76328 -1.88153  -0.10
C27 -1.34922 6.46083 -2.32584  -0.10
C28 -0.48672 5.62278 -1.61854  -0.10
C29 0.15370 6.09007 -0.47119  -0.10
C30 -0.06502 7.39558 -0.03216  -0.09
H26 -1.10541 9.24794 -0.39230  0.10
H27 -2.25247 8.41415 -2.42872  0.10
H28 -1.84545 6.09832 -3.22197  0.10
H29 -0.31436 4.60616 -1.96187  0.09
H30 0.82456 5.43631 0.08081  0.10
H31 0.43833 7.76105 0.85861  0.10
C31 -3.22700 8.70871 -7.56022  -0.10
C32 -2.74016 8.72063 -6.25347  -0.09
C33 -1.70742 7.85882 -5.88530  -0.10
C34 -1.15431 6.99117 -6.82752  -0.09
C35 -1.63868 6.98195 -8.13526  -0.10
C36 -2.67774 7.83724 -8.50101  -0.10
H32 -4.03419 9.37810 -7.84590  0.10
H33 -3.16655 9.40161 -5.52111  0.10
H34 -1.33285 7.86362 -4.86531  0.08
H35 -0.34617 6.32294 -6.54205  0.10
H36 -1.20642 6.30687 -8.86982  0.10
H37 -3.05856 7.82588 -9.51848  0.10
C37 -1.55520 1.35141 -6.38043  -0.10
C38 -1.60053 1.01389 -5.02810  -0.10
C39 -1.53700 -0.32406 -4.63995  -0.11
C40 -1.41806 -1.32484 -5.60473  -0.09
C41 -1.36894 -0.98700 -6.95689  -0.10
C42 -1.44184 0.35039 -7.34549  -0.10
H38 -1.60818 2.39403 -6.68272  0.10
H39 -1.68629 1.79423 -4.27604  0.09
H40 -1.57912 -0.58716 -3.58651  0.01
H41 -1.36360 -2.36725 -5.30218  0.10
H42 -1.27460 -1.76693 -7.70852  0.10
H43 -1.40910 0.61284 -8.39926  0.10

spin multiplicity: 1
gap between HOMO and LUMO: 7.6 eV
SMILES: C#CP(/C(Br)=C(\C)Br)S(C)(=O)=O.c1ccccc1.c1ccccc1.c1ccccc1.c1ccccc1.c1ccccc1.c1ccccc1